The following is a quantum chemistry calculation of a 3-piece molecular cluster, C28H45ClIN6O12S6 overall in a non-equilibrium geometry, from the Open Molecules 2025 dataset.

The calculation puts the max |F| at 9.081 eV Å⁻¹. For the HOMO-LUMO gap, the calculation gives 6.91 eV. The calculated total energy is -148883.073 eV. The molar mass is 1012.457 u. As for the LUMO energy: -3.8916 eV.

```
! wB97M-V def2-TZVPD RIJCOSX def2/J DEFGRID3
* xyz 1 1
C -1.1680 -0.8771 3.5085
N -1.6686 -0.5011 2.0983
C -2.1441 0.9526 2.2826
C -2.4555 1.7255 0.8703
N -2.4734 3.2560 1.0696
C -3.0406 3.5802 2.2774
S -4.1805 3.8902 3.5462
N -1.3290 1.2043 -0.0469
C 0.1608 1.4596 0.0126
C 0.5973 3.0397 0.0255
C 2.2612 3.0821 0.1900
S 2.8296 2.5306 1.9136
C 3.5409 0.7625 1.8269
S 3.0563 -0.3427 3.0662
N 4.5153 0.2930 0.7686
C 4.3805 -0.6578 -0.4002
C 5.8005 -0.7358 -1.2482
N 6.6790 0.2048 -0.4444
C 5.9526 0.8140 0.7394
C -1.8822 0.3999 -1.0236
C -1.2230 -0.3983 -2.2945
C -1.4131 -2.0443 -2.2175
C -1.6536 -2.6300 -3.7323
C -0.5920 -2.0721 -4.8552
S 1.1827 -2.6221 -4.6054
O 1.3495 -3.9171 -3.7662
O 1.7350 -2.9701 -6.0420
Cl 2.3708 -1.0854 -3.8408
C -3.5052 0.2577 -0.8143
C -4.4623 -0.1964 -2.0662
N -5.2014 -1.5244 -1.8012
C -3.9393 1.5138 0.1475
I -5.5869 0.6656 1.3101
C -4.6385 2.7841 -0.6174
C -3.8388 3.3116 -1.9536
C -3.6001 4.9635 -1.9595
O -2.1880 5.3469 -1.7691
C -1.3851 5.1308 -2.9830
C 0.2137 5.5889 -2.9528
O -1.8115 4.5802 -4.1280
H -0.0203 -0.5865 3.6289
H -1.3816 -2.0107 3.7708
H -1.7265 -0.2526 4.3568
H -2.5342 -1.1116 1.9950
H -1.2625 1.4874 2.8783
H -3.0489 0.8927 3.0268
H 0.5361 1.0007 1.0473
H 0.7870 0.9291 -0.8214
H 0.3055 3.6113 -0.9811
H 0.1908 3.6071 0.9860
H 2.8084 2.3775 -0.5818
H 2.6211 4.2166 0.0984
H 3.3744 -1.2433 -0.6432
H 6.0694 -1.3398 -2.2312
H 6.3057 1.5617 1.5679
H -0.0802 -0.2117 -2.4641
H -1.7620 -0.0424 -3.2982
H -2.3596 -2.2682 -1.5667
H -0.4412 -2.5313 -1.7246
H -2.7381 -2.3728 -4.1362
H -1.5763 -3.8041 -3.6954
H -0.6643 -0.8880 -4.9887
H -0.9571 -2.5160 -5.9001
H -3.5599 -0.6652 -0.0590
H -3.9216 -0.2661 -3.1027
H -5.3370 0.6030 -2.2113
H -5.4046 -2.0057 -2.7043
H -4.6125 -2.1717 -1.2321
H -5.6998 2.3979 -1.0045
H -4.8783 3.7069 0.0746
H -4.4738 3.0813 -2.9378
H -2.7923 2.8140 -2.1295
H -4.0225 5.3877 -2.9892
H -4.2331 5.5079 -1.1155
H 0.3632 6.5282 -3.6733
H 0.9158 4.7443 -3.4190
H 0.6080 5.7985 -1.8638
C -2.8350 -6.3424 1.5513
C -1.3674 -5.9417 1.6748
O -1.3579 -4.5204 1.5631
S -2.7406 -3.9300 2.1957
O -2.4729 -3.5115 3.5537
O -3.3612 -3.0702 1.2149
O -3.5651 -5.3354 2.2499
H -3.1590 -6.3346 0.5056
H -3.0321 -7.3265 1.9851
H -0.7455 -6.3936 0.8984
H -0.9683 -6.2057 2.6599
C 7.7655 -1.8283 3.4198
C 7.3109 -0.5000 4.0187
O 7.7078 -0.5523 5.3871
S 9.0781 -1.4287 5.5082
O 10.1972 -0.5136 5.5442
O 8.8739 -2.4618 6.4968
O 9.0252 -2.1092 4.0276
H 7.0738 -2.6357 3.6809
H 7.8697 -1.7769 2.3327
H 6.2313 -0.3535 3.9357
H 7.8294 0.3423 3.5486
*
```